Density functional theory data (the ωB97M-V functional and the def2-TZVPD basis) for an isolated molecule of C2H7N3O at a distorted geometry.

Last column: Löwdin charge in e.
Cartesian coordinates (Å):
H -0.24 2.03 -0.10  0.064
N 0.73 1.58 -0.13  0.130
C 0.48 0.31 -0.15  -0.501
N -0.65 -0.44 -0.31  -0.031
C -1.94 -0.05 0.15  -0.108
N 1.50 -0.66 0.05  -0.021
O 2.77 0.00 -0.04  -0.101
H -0.58 -1.37 -0.40  0.078
H -2.56 -0.87 0.13  0.044
H -1.90 0.28 1.20  0.096
H -2.44 0.76 -0.55  0.123
H 1.55 -1.31 -0.66  0.088
H 3.29 -0.25 0.81  0.141

Properties
charge	0
spin multiplicity	1
calculated total energy	-8702.63518	eV
SMILES	[H]/N=C(\NC)NO
energy relative to the best compared isomer or geometry (same formula, charge and spin)	351.4	kJ/mol